{"formula": "C28H43InN4O6SSi", "method": "the ωB97M-V functional and the def2-TZVPD basis", "species": ["In", "C", "C", "N", "N", "C", "O", "C", "C", "C", "C", "C", "C", "C", "C", "C", "C", "C", "N", "H", "H", "H", "H", "H", "H", "H", "H", "H", "H", "H", "H", "N", "C", "C", "O", "O", "H", "H", "H", "H", "C", "C", "C", "C", "O", "Si", "S", "O", "C", "C", "C", "C", "O", "C", "C", "C", "C", "H", "H", "H", "H", "H", "H", "H", "H", "H", "H", "H", "H", "H", "H", "H", "H", "H", "H", "H", "H", "H", "H", "H", "H", "H", "H", "H"], "coordinates": [[0.39318, -0.47824, 1.03878], [-0.86043, 3.13620, -1.55184], [-0.16823, 1.97789, -0.90225], [-0.71121, 1.26664, 0.02154], [-1.97254, 1.45046, 0.41105], [-2.27006, 0.75471, 1.51384], [-1.43227, 0.16779, 2.25869], [-3.70841, 0.70639, 1.87897], [-4.65037, 1.51374, 1.24344], [-5.98549, 1.43692, 1.60160], [-6.39143, 0.55625, 2.59558], [-5.45823, -0.25430, 3.22656], [-4.12168, -0.18015, 2.86946], [1.18837, 1.58522, -1.30283], [1.94620, 2.31356, -2.21757], [3.23048, 1.88981, -2.51757], [3.72964, 0.74151, -1.92225], [2.90765, 0.05080, -1.04710], [1.68502, 0.47228, -0.74185], [-1.89850, 3.15025, -1.23235], [-0.82350, 3.05295, -2.63899], [-0.39109, 4.07975, -1.26350], [-4.32083, 2.19654, 0.47427], [-6.71114, 2.06943, 1.10647], [-7.43652, 0.50118, 2.87307], [-5.77701, -0.94086, 4.00067], [-3.38312, -0.81590, 3.34183], [1.54583, 3.20188, -2.68423], [3.84034, 2.44944, -3.21456], [4.73424, 0.39359, -2.11353], [3.22954, -0.86070, -0.55701], [1.33849, 1.33094, 2.33962], [2.79071, 1.17705, 2.43674], [3.24721, -0.26835, 2.13636], [4.42778, -0.52353, 2.30419], [2.34632, -1.08868, 1.72549], [1.06987, 2.28156, 2.12088], [0.88593, 1.08888, 3.21614], [3.19028, 1.43982, 3.41701], [3.27717, 1.81361, 1.69735], [2.10077, -4.53305, 1.29757], [1.01791, -5.51305, 1.73738], [0.72606, -6.51560, 0.62433], [1.45659, -6.24819, 3.00074], [-0.22392, -4.86351, 2.05088], [-0.82473, -3.35585, 2.04461], [-0.64002, -2.45913, 0.11238], [-0.09843, -2.29352, 3.05882], [0.02044, -2.30536, 4.49777], [1.50464, -2.35072, 4.84907], [-0.69232, -3.49214, 5.14424], [-0.60099, -1.00018, 4.99121], [-2.37668, -3.43415, 2.50558], [-3.45761, -4.34817, 2.28404], [-3.71040, -4.48584, 0.78581], [-3.14917, -5.70892, 2.91005], [-4.66898, -3.72659, 2.97441], [3.04678, -5.06196, 1.17511], [2.23324, -3.74158, 2.03846], [1.82730, -4.07167, 0.35082], [1.63356, -7.06801, 0.37756], [0.37283, -5.99321, -0.26596], [-0.04202, -7.22269, 0.94210], [2.37317, -6.80705, 2.80860], [0.67918, -6.94291, 3.32285], [1.64492, -5.53818, 3.80719], [1.93550, -3.31836, 4.58885], [1.63077, -2.18402, 5.91977], [2.05142, -1.58503, 4.30206], [-0.33560, -4.43375, 4.72224], [-1.76735, -3.42467, 4.98739], [-0.49114, -3.48885, 6.21574], [-0.01293, -0.15553, 4.62547], [-0.62984, -0.96854, 6.08035], [-1.61213, -0.90852, 4.59451], [-2.81342, -4.86579, 0.29178], [-3.95473, -3.51373, 0.35599], [-4.53469, -5.17699, 0.60618], [-2.25998, -6.13398, 2.45068], [-3.98991, -6.38808, 2.76293], [-2.96895, -5.59312, 3.98002], [-4.94312, -2.78826, 2.49069], [-4.43630, -3.52558, 4.02145], [-5.51601, -4.41271, 2.92787]], "forces_ev_per_a": [[0.1, 0.3, 0.3], [0.0, -0.1, 0.0], [-0.6, 0.2, 0.2], [0.6, -0.3, 0.0], [-0.7, 0.1, 0.0], [0.2, 0.3, -0.2], [0.3, -0.2, -0.3], [-0.1, 0.0, 0.1], [0.0, 0.0, 0.0], [0.0, 0.0, 0.0], [0.0, 0.0, 0.0], [-0.1, 0.1, 0.0], [0.1, 0.0, 0.0], [0.4, -0.1, -0.1], [-0.1, 0.0, 0.0], [0.1, -0.1, 0.0], [0.0, 0.1, 0.0], [0.1, 0.0, 0.0], [0.0, -0.1, 0.1], [0.0, 0.0, 0.0], [0.0, 0.0, 0.0], [0.0, 0.0, 0.0], [0.0, 0.0, 0.0], [0.0, 0.0, 0.0], [0.0, 0.0, 0.0], [0.0, 0.0, 0.0], [0.0, 0.0, -0.1], [-0.1, 0.0, 0.1], [0.0, 0.0, 0.0], [0.0, 0.0, 0.0], [0.0, 0.1, 0.0], [-0.1, -0.3, 0.1], [0.2, -0.3, -0.1], [0.2, 0.3, 0.2], [-0.2, 0.0, -0.1], [-0.4, -0.1, -0.2], [-0.1, 0.0, -0.1], [0.0, 0.1, 0.0], [0.0, 0.1, 0.0], [0.0, 0.0, 0.0], [-0.3, 0.1, 0.1], [0.2, -0.2, 0.0], [0.0, 0.1, 0.1], [-0.1, 0.1, -0.1], [0.0, 0.0, 0.1], [0.0, 0.2, -0.8], [0.1, 0.0, 0.2], [0.3, -0.1, 0.2], [0.1, 0.2, 0.4], [-0.1, 0.0, -0.1], [0.0, 0.1, -0.3], [0.0, -0.2, -0.2], [-0.2, -0.2, 0.3], [-0.2, -0.1, 0.0], [0.1, 0.1, 0.1], [0.1, 0.2, -0.1], [0.1, 0.0, -0.2], [0.0, 0.0, 0.0], [0.1, 0.0, 0.0], [0.0, 0.1, 0.0], [0.0, 0.0, 0.0], [0.0, 0.0, 0.0], [0.0, 0.0, 0.0], [0.0, 0.0, 0.0], [0.0, 0.0, 0.0], [0.0, 0.0, 0.0], [0.0, 0.0, 0.0], [0.0, 0.0, 0.0], [0.0, 0.0, 0.0], [0.0, 0.0, 0.0], [0.0, 0.0, 0.0], [0.0, 0.0, 0.0], [-0.1, 0.0, 0.1], [0.1, 0.0, 0.0], [0.1, 0.1, 0.1], [0.0, 0.0, -0.1], [0.0, 0.0, 0.0], [0.0, 0.0, 0.0], [0.0, -0.1, 0.0], [0.0, 0.0, 0.0], [0.0, 0.0, 0.0], [0.0, -0.1, 0.0], [0.0, 0.0, 0.0], [0.0, 0.0, 0.0]], "homo_ha": -0.3021, "homo_lumo_gap_ev": 7.6, "e_above_lowest_kj_mol": 14.2, "fmax_ev_per_a": 0.8, "total_energy_ev": -71874.70142, "e_lumo_ev": -0.613, "total_charge": 0}